An isolated ion of composition CH2N5S and charge -1 in a non-equilibrium geometry. Source: the OMol25 dataset; level of theory: ωB97M-V/def2-TZVPD.

```
9
Properties=species:S:1:pos:R:3:forces:R:3:lowdin_spin:R:1
C -1.44965 -1.00812 -1.67577 -1.0234 0.5565 -0.6631 0.11
N -2.52948 -0.05294 -3.23369 -0.2233 -0.8068 0.6950 0.03
N -1.39657 -1.85029 -2.69358 -0.8754 -0.0849 -1.4606 0.08
N -2.11927 -1.20851 -3.68033 1.2925 -0.2848 0.8284 0.03
N -2.17435 0.08613 -1.95311 0.3820 1.0022 0.0740 0.07
N 0.43102 -0.28230 -0.00057 1.0207 1.1439 -0.3023 0.43
S -0.87721 -1.46204 -0.14574 -0.6510 -2.0104 0.4384 1.15
H 1.02044 -0.51203 0.77048 0.7005 -1.0335 0.9198 0.05
H 0.06330 0.58436 0.33667 -0.6227 1.5178 -0.5296 0.06
```
Forces are in eV/Å.

Values from the calculation:
Energy above the lowest of the compared OMol25 structures with the same formula, charge and spin, kcal per mole: 46.1
2S+1: 3
Charge: -1
Orbital gap (spin up / spin down), Eh: 0.1621 / 0.2526
DFT total energy, eV: -19351.2842